1.
Formula: C7H10O2P
Source: the Open Molecules 2025 dataset
Level of theory: ωB97M-V/def2-TZVPD

Summary:
SMILES ... C#C[C@@H]1CC[P@@](=O)([O-])[C@H]1C
Strongest force on any atom ... 5.2 eV Å⁻¹
Gap between HOMO and LUMO ... 8.16 eV
Lowest unoccupied orbital energy ... 3.58 eV

```
! RIJCOSX wB97M-V def2-TZVPD def2/J DEFGRID3
* xyz -1 1
H 1.2042 -3.6779 -1.6220
O -1.2670 1.0482 2.5732
H -2.8775 -0.1332 0.0459
H -2.1813 0.8906 -1.1065
C -0.8707 -0.2788 0.1046
C 1.7200 0.1392 0.2260
H -2.2296 -1.0383 -1.3529
C -2.0998 -0.1384 -0.6920
C 0.5630 -0.2238 -0.8245
C 0.9795 -2.6784 -1.6284
H 1.7875 -0.8509 0.8285
P -0.7632 1.2619 1.1514
O -1.1894 2.5755 0.5360
H -0.7108 -1.0709 0.8550
C 0.7569 -1.4939 -1.4086
H 1.2998 2.1930 0.5917
H 0.3911 0.6609 -1.4156
C 1.1471 1.2210 1.0735
H 1.6417 1.2376 2.0738
H 2.6985 0.3567 -0.0092
*
```

2.
Formula: C27H35FN5OSTi
Source: the Open Molecules 2025 dataset
Level of theory: ωB97M-V/def2-TZVPD

Summary:
⟨S²⟩ ... 0.7598
Strongest force on any atom ... 0.4 eV Å⁻¹
Gap between HOMO and LUMO (alpha / beta) ... 7.25 / 7.66 eV
Lowest unoccupied orbital energy (alpha / beta) ... -6.56 / -6.15 eV

```
! RIJCOSX wB97M-V def2-TZVPD def2/J DEFGRID3
* xyz 2 2
C -0.4444 0.3100 -4.5421
H 1.7593 -3.5519 -1.0268
C -0.8980 0.1131 4.2466
C 0.0092 2.4359 4.4429
C -3.4581 -1.0146 0.7108
H 0.0074 6.0380 -2.4269
H -1.0345 -2.5618 0.5629
O -1.5746 6.6134 0.2584
H -0.5492 7.5507 -1.8117
H -0.7771 0.9415 -3.7233
H -1.3101 -0.1319 -5.0332
N -0.2900 -0.6637 2.0105
C 3.3779 -2.7085 2.0075
H 0.1142 0.9066 -5.2579
H -2.8261 -0.0970 0.5600
C 0.9291 -1.3628 2.1081
C -1.9043 -3.0155 1.0767
C -3.3040 -1.3172 4.0679
C -1.5194 2.5618 0.8092
H -2.0503 2.0910 1.6303
H 2.8219 -3.4977 3.9190
H -0.5765 2.7648 3.5825
H 4.3295 -3.2191 1.9783
H 0.4532 4.0141 -2.1029
H 0.6493 -2.3182 4.0015
H 0.9313 -4.5029 -2.2830
H 0.4953 1.6092 -1.5911
H -1.5799 0.6470 6.2054
H 3.6469 -1.7560 0.0771
H -3.6711 -0.6271 6.0633
S -1.2273 -1.2834 -2.0688
C 1.8008 -1.2607 1.0326
N -0.4864 6.5488 -1.7208
C 1.2207 0.5315 5.5502
C 0.3625 0.9498 4.3564
H 1.4939 -0.5226 5.5085
C -1.2215 -0.6292 3.1056
H 1.9157 -2.5418 -3.3095
C -1.5838 3.9241 0.6070
H -0.5736 2.6540 5.3382
H 0.9525 0.8034 3.4487
H -4.3397 -0.5134 1.1127
H -2.3987 -3.6144 0.3112
C 0.9426 -3.5552 -1.7468
C 3.0075 -1.8994 0.9372
N -0.8020 1.7535 0.0128
C -0.1013 2.2907 -0.9957
C -0.1327 3.6440 -1.2743
C -1.0031 5.9937 -0.6086
H -2.1574 4.5651 1.2616
C 1.3097 -2.1987 3.1530
H -0.0038 -3.4297 -1.2321
H 1.2222 -0.9768 -4.6502
C -2.9874 -0.6209 5.2257
H -1.4592 -3.6716 1.8243
H -3.6993 -1.4475 -0.2607
F 1.3211 -0.4821 -0.0431
C 0.2400 -1.5046 -2.9855
C -0.8874 4.4807 -0.4593
Ti -0.8774 -0.3678 0.2567
H 0.9150 3.0406 4.4857
H -3.7549 -2.6436 1.9981
N 0.4547 -0.7285 -4.0414
C 2.5303 -2.8583 3.0977
C -2.4330 -1.3364 2.9869
C -1.8067 0.0912 5.3052
H -4.2411 -1.8560 4.0056
N 1.1129 -2.4620 -2.6995
C -2.8933 -2.0359 1.7154
H 0.7012 0.7020 6.4934
H 2.1402 1.1161 5.5757
*
```

Short version: relative energy (zero: lowest compared OMol25 entry of this formula, charge and spin) = 0.0; 0.0 kcal per mole, in the order given.